Below is a cluster of 14 separate species, C44H92F15N9O24S5 in total at a distorted geometry, with properties calculated with the ωB97M-V functional and the def2-TZVPD basis.

The geometry in XYZ format:
```
189
Properties=species:S:1:pos:R:3:forces:R:3:lowdin_charge:R:1
C 4.669 -4.667 7.184 0.2 1.9 -0.6 0.058
C 4.624 -3.120 7.355 3.3 0.9 4.2 -0.300
O 5.254 -2.429 8.169 -2.6 -2.5 -3.6 0.160
N 3.602 -2.341 6.502 1.1 -0.2 -0.1 0.091
H 3.271 -3.001 5.812 0.2 0.0 -1.0 0.154
H 2.808 -2.254 7.120 -0.3 0.8 0.4 0.163
C 4.214 -1.040 5.937 -0.6 -0.2 0.5 0.046
H 3.817 -5.097 7.710 0.1 -0.2 0.0 0.106
H 5.629 -5.039 7.542 -0.2 0.1 0.4 0.118
H 4.645 -4.883 6.115 -0.3 -0.2 -0.1 0.096
H 5.164 -1.260 5.450 -0.4 -0.3 -0.3 0.122
H 4.464 -0.357 6.748 -0.2 -0.4 0.3 0.101
H 3.461 -0.580 5.297 0.3 -0.2 -0.2 0.073
C 3.419 3.226 -6.912 -0.4 -0.3 0.4 0.044
C 4.297 2.007 -6.573 1.2 -1.7 -1.8 -0.305
O 4.515 1.096 -7.347 -0.7 2.2 1.6 0.152
N 5.020 1.810 -5.221 -2.4 0.1 0.5 0.108
H 5.878 1.284 -5.308 0.1 -0.4 -0.6 0.177
H 5.236 2.669 -4.737 0.4 1.5 0.2 0.061
C 4.098 1.127 -4.187 0.4 -1.2 -0.9 0.026
H 3.137 3.981 -6.179 0.6 -0.4 0.7 0.070
H 2.478 2.799 -7.258 0.0 -0.2 -0.1 0.086
H 3.788 3.808 -7.758 0.6 -0.5 -0.1 0.105
H 4.637 1.081 -3.241 -0.3 0.4 0.0 0.087
H 3.945 0.100 -4.517 0.2 0.0 -0.1 0.107
H 3.101 1.567 -4.165 0.5 0.4 0.1 0.077
C -4.347 -0.551 3.100 0.3 0.1 -0.1 0.013
C -4.674 -0.923 1.675 4.9 1.1 -0.9 -0.321
O -3.774 -0.934 0.828 -3.9 -0.6 1.5 0.122
N -6.115 -1.175 1.357 -0.2 0.2 0.5 0.120
H -6.267 -1.974 0.757 0.4 -0.2 -0.7 0.184
H -6.591 -1.415 2.215 0.1 -0.4 0.7 0.180
C -6.870 0.031 0.921 -1.5 1.1 -0.8 0.013
H -3.377 -0.069 3.214 0.0 0.5 -1.2 0.076
H -4.032 -1.422 3.675 -1.4 -0.5 0.3 0.077
H -5.040 0.197 3.486 -0.4 -0.5 0.6 0.070
H -7.256 0.591 1.773 1.0 0.2 0.2 0.098
H -7.813 -0.260 0.457 0.2 -0.6 -0.3 0.115
H -6.332 0.655 0.208 0.2 -0.2 0.4 0.103
C -1.016 5.949 -1.889 0.2 0.2 0.8 0.028
C -1.516 4.575 -2.190 0.0 -2.2 1.9 -0.322
O -1.691 3.689 -1.373 0.2 1.9 -2.4 0.136
N -1.836 4.233 -3.677 -0.2 1.2 0.5 0.081
H -2.838 4.268 -3.798 -0.7 -0.3 0.3 0.175
H -1.551 5.016 -4.248 0.5 0.4 -0.2 0.165
C -1.254 2.937 -4.247 0.1 1.9 0.9 0.046
H -0.193 6.328 -2.495 -0.4 -0.1 -0.5 0.104
H -0.628 5.976 -0.871 0.1 -0.6 0.0 0.101
H -1.834 6.658 -1.763 -0.2 0.1 -0.8 0.114
H -0.198 3.158 -4.087 0.1 -1.2 0.0 0.106
H -1.463 3.024 -5.313 -0.2 -0.8 0.2 0.101
H -1.740 2.187 -3.622 0.6 -0.6 -0.8 0.093
C -1.472 -5.280 2.577 1.1 0.6 0.9 0.039
C -1.765 -4.124 3.517 -2.2 -1.3 -2.7 -0.355
O -2.831 -3.563 3.461 2.6 0.3 1.6 0.153
N -0.690 -3.838 4.592 -1.1 -0.1 0.7 0.092
H 0.265 -3.977 4.294 0.2 -0.3 -0.9 0.162
H -0.758 -2.877 4.896 -0.4 0.5 0.1 0.158
C -0.920 -4.744 5.790 0.5 0.5 0.7 0.040
H -0.479 -5.721 2.669 0.0 -0.2 0.3 0.100
H -1.440 -4.900 1.556 -0.5 -0.1 -0.3 0.088
H -2.253 -6.017 2.762 0.0 0.0 -0.4 0.123
H -1.890 -4.553 6.249 -0.1 -0.2 -0.5 0.121
H -0.187 -4.406 6.522 0.1 -0.3 0.1 0.091
H -0.726 -5.790 5.554 -0.3 0.2 -0.3 0.124
C 6.396 2.573 2.634 -0.3 0.8 1.0 0.036
C 5.429 3.618 2.162 -0.2 -1.8 -1.2 -0.328
O 4.407 3.343 1.628 0.4 1.8 0.8 0.163
N 6.095 5.047 2.062 -0.8 -1.6 0.3 0.095
H 6.072 5.584 2.917 -0.7 0.1 0.6 0.178
H 7.089 4.879 1.988 0.5 -0.3 -0.3 0.167
C 5.663 5.872 0.923 0.4 1.7 -0.9 0.014
H 6.868 2.972 3.532 0.8 -0.2 -0.2 0.097
H 7.035 2.395 1.769 0.5 0.0 0.2 0.125
H 5.931 1.628 2.912 -0.3 0.2 -0.3 0.089
H 5.445 6.847 1.358 0.2 0.1 -0.5 0.118
H 4.801 5.604 0.312 0.1 -0.9 0.6 0.087
H 6.537 5.886 0.271 -0.4 0.5 -0.3 0.116
C -0.777 3.100 5.858 1.3 -1.5 -0.5 0.032
C -0.395 2.958 7.327 -3.4 4.0 2.0 -0.316
O -1.074 3.460 8.201 2.3 -2.0 -1.8 0.202
N 0.955 2.331 7.787 -1.0 -1.6 -1.4 0.122
H 1.655 2.658 7.136 0.5 0.1 -0.2 0.167
H 1.247 2.590 8.718 -0.5 0.7 0.6 0.182
C 0.906 0.809 7.749 1.4 -0.3 0.4 0.012
H -1.563 3.791 5.554 -0.3 0.0 1.1 0.111
H -1.082 2.105 5.535 -0.3 -0.1 -0.2 0.088
H 0.050 3.345 5.191 0.5 0.0 0.3 0.087
H 1.275 0.418 6.800 -0.6 0.4 -0.3 0.076
H -0.021 0.344 8.083 -0.2 0.7 -0.2 0.120
H 1.679 0.481 8.444 -0.1 0.1 0.3 0.100
C 0.232 0.935 2.569 -0.7 0.5 -0.7 -0.014
C 1.336 0.257 1.684 0.9 0.5 1.5 -0.400
C 1.376 -1.256 1.955 0.2 -1.1 -0.6 -0.113
C 0.346 -2.073 1.200 -1.0 -0.4 1.3 -0.214
C 0.386 -1.851 -0.238 -0.6 1.2 -1.9 -0.113
C 0.311 -0.321 -0.672 1.0 -2.0 -1.4 -0.358
N 1.190 0.509 0.214 -1.0 8.2 -2.9 0.172
O 1.429 1.861 -0.265 -1.1 -8.7 3.5 0.130
C -1.188 0.121 -0.558 0.4 1.5 0.3 0.022
C 0.785 -0.257 -2.164 0.8 -0.2 0.2 0.004
C 2.612 0.953 2.210 0.9 -0.3 -0.6 -0.035
H 0.557 1.107 3.595 0.7 -0.5 0.0 0.063
H -0.711 0.397 2.669 0.0 -0.1 -0.5 0.072
H 0.051 1.956 2.233 -0.3 -0.1 -0.4 0.097
H 1.138 -1.462 2.999 0.4 0.5 0.5 0.095
H 2.349 -1.683 1.714 0.3 0.2 0.0 0.129
H -0.631 -1.895 1.649 -0.6 0.7 -0.2 0.100
H 0.370 -3.157 1.303 1.1 -0.3 0.3 0.092
H -0.515 -2.243 -0.708 0.1 -0.3 0.0 0.132
H 1.204 -2.411 -0.692 0.4 0.4 0.0 0.130
H -1.528 0.209 0.474 0.0 -0.3 0.0 0.056
H -1.873 -0.493 -1.143 0.6 -0.5 0.2 0.072
H -1.287 1.116 -0.991 0.2 0.2 0.0 0.076
H 0.146 -0.868 -2.801 -0.6 0.5 0.2 0.091
H 1.733 -0.776 -2.309 0.3 0.0 0.7 0.085
H 0.997 0.726 -2.583 -0.8 0.1 0.2 0.073
H 2.921 0.455 3.129 -0.3 -0.1 0.2 0.066
H 2.539 2.024 2.400 -0.5 -0.1 -0.1 0.074
H 3.466 0.838 1.542 -0.2 -0.2 -0.4 0.080
C -4.879 0.001 -4.715 -0.4 -0.1 -0.2 0.008
C -5.565 -1.111 -3.848 -1.1 -0.2 0.3 -0.395
C -6.638 -1.918 -4.720 0.8 0.4 0.5 -0.097
C -6.090 -3.058 -5.598 0.3 1.8 0.2 -0.165
C -5.312 -4.040 -4.761 -1.3 0.8 0.2 -0.129
C -4.135 -3.355 -4.007 -1.0 -2.3 0.4 -0.401
N -4.520 -2.037 -3.322 6.3 3.8 2.6 0.147
O -3.600 -1.446 -2.466 -6.0 -4.3 -5.1 0.117
C -3.009 -3.145 -5.038 0.9 1.6 0.8 0.011
C -3.675 -4.340 -2.904 1.3 0.6 0.1 -0.005
C -6.315 -0.420 -2.642 0.0 -0.4 -0.8 -0.011
H -4.402 -0.308 -5.645 0.2 -0.5 0.4 0.090
H -4.187 0.622 -4.145 0.0 -0.3 0.0 0.078
H -5.729 0.582 -5.073 -0.1 0.2 0.3 0.099
H -7.159 -1.157 -5.301 0.1 0.0 -0.2 0.128
H -7.412 -2.328 -4.072 0.1 -0.1 0.3 0.118
H -5.352 -2.665 -6.298 -0.4 0.3 -0.5 0.110
H -6.956 -3.425 -6.149 0.3 -0.5 0.0 0.136
H -4.931 -4.766 -5.479 0.4 -0.3 0.7 0.144
H -6.029 -4.488 -4.073 0.3 -0.4 0.2 0.128
H -2.598 -4.038 -5.507 -0.5 -0.4 0.5 0.128
H -2.221 -2.684 -4.443 0.4 0.2 -0.6 0.071
H -3.283 -2.485 -5.861 0.0 0.2 0.3 0.088
H -3.380 -5.268 -3.393 -0.5 -0.1 0.0 0.115
H -4.349 -4.503 -2.063 -0.4 -0.1 -0.4 0.091
H -2.736 -4.004 -2.464 0.1 0.2 0.0 0.070
H -5.735 0.110 -1.887 0.5 -0.2 -0.4 0.065
H -6.947 -1.154 -2.142 0.0 -0.1 0.0 0.079
H -6.966 0.308 -3.127 -0.1 0.0 0.1 0.103
C -1.359 0.743 -7.221 1.8 -1.0 0.1 -0.649
F -0.413 1.426 -7.904 -0.5 -0.4 0.6 0.122
F -2.303 1.605 -6.878 -0.6 0.4 0.1 0.115
F -1.847 -0.205 -8.000 -0.4 0.3 -0.2 0.151
S -0.665 -0.154 -5.668 0.2 -2.8 1.8 0.539
O 0.478 0.645 -5.191 -0.9 -0.3 -1.0 -0.356
O -1.783 -0.137 -4.688 0.1 1.1 -0.7 -0.406
O -0.435 -1.583 -6.007 0.3 3.0 -0.4 -0.319
C 3.273 4.317 -1.999 1.8 -0.5 -2.3 -0.534
F 2.424 5.331 -1.660 0.7 -1.7 0.4 0.095
F 3.705 3.522 -0.965 -1.0 1.6 -0.5 0.069
F 2.644 3.450 -2.856 -0.5 0.9 1.0 0.049
S 4.751 5.035 -3.099 0.6 1.1 -0.8 0.523
O 5.472 5.942 -2.221 -0.4 -1.2 0.6 -0.323
O 5.520 3.872 -3.593 -0.9 0.5 1.4 -0.338
O 4.083 5.734 -4.175 -0.7 -0.8 0.6 -0.307
C 6.361 -1.017 -0.202 0.3 -2.0 -3.0 -0.692
F 7.029 -0.034 -0.807 -0.4 1.1 0.5 0.129
F 7.145 -2.092 -0.401 -0.4 -0.1 0.3 0.126
F 6.252 -0.855 1.083 -0.2 1.1 1.8 0.134
S 4.701 -1.416 -1.021 -1.4 -2.6 -0.9 0.503
O 4.196 -2.533 -0.206 0.3 1.8 0.6 -0.333
O 3.832 -0.204 -1.005 0.9 -0.3 0.7 -0.365
O 5.028 -1.923 -2.341 0.4 1.7 0.5 -0.287
C -3.440 3.119 2.504 -1.9 -0.5 2.3 -0.720
F -2.992 1.962 2.039 0.3 -1.7 -0.2 0.102
F -2.428 3.651 3.179 1.0 0.6 0.6 0.107
F -3.716 3.833 1.482 -0.4 1.8 -1.9 0.185
S -4.990 3.039 3.684 -2.2 0.0 0.0 0.526
O -5.251 4.446 3.967 0.6 -1.6 -0.9 -0.293
O -6.046 2.297 2.906 2.2 1.1 0.5 -0.381
O -4.586 2.253 4.845 1.0 -0.1 -0.6 -0.361
C 0.676 -5.518 -2.658 0.0 -1.7 2.1 -0.688
F -0.156 -4.516 -2.880 -0.4 1.2 -0.2 0.115
F 0.267 -6.540 -3.392 -0.3 -0.3 -0.1 0.148
F 1.905 -5.234 -3.002 0.4 0.7 -0.1 0.175
S 0.639 -6.042 -0.776 2.2 -2.2 1.5 0.512
O 1.560 -7.196 -0.728 -1.6 1.6 -0.8 -0.330
O 1.181 -4.958 0.073 -0.7 0.8 -0.9 -0.391
O -0.746 -6.340 -0.409 -0.2 0.5 -0.7 -0.377
```
Positions in Å, forces in eV/Å.

As for the net charge: +4.

***

Below is a cluster of 6 separate species, C37H68BBrN3O21PSSi2 in total at a distorted geometry, with properties calculated with the ωB97M-V functional and the def2-TZVPD basis.

The geometry in XYZ format:
```
135
Properties=species:S:1:pos:R:3:forces:R:3:lowdin_charge:R:1
C 1.303 -3.031 0.629 0.0 0.0 0.0 -0.100
C 2.568 -2.626 -0.152 -0.2 0.2 0.0 -0.237
C 2.310 -1.776 -1.414 0.2 0.0 0.1 -0.201
C 2.579 -0.280 -1.209 -0.4 -0.2 0.2 -0.194
C 1.392 0.427 -0.550 0.1 -0.1 0.1 -0.201
C 0.194 0.576 -1.510 0.2 -0.1 0.1 -0.236
C -1.073 -0.216 -1.120 0.1 -0.2 -0.1 -0.242
Si -2.645 0.799 -1.073 0.1 0.5 0.7 0.559
O -3.879 -0.174 -0.491 0.1 -0.2 -0.6 -0.282
Si -5.055 -0.994 -1.285 -0.1 0.2 0.2 0.469
C -4.498 -1.848 -2.851 0.1 -0.3 -0.2 -0.223
C -3.232 -2.719 -2.776 0.0 -0.1 0.0 -0.318
N -2.940 -3.122 -1.403 0.0 0.0 0.0 0.006
C -6.455 0.159 -1.781 -0.2 -0.2 0.3 -0.304
C -7.452 0.617 -0.712 -0.2 0.2 -0.2 -0.506
S -6.761 1.866 0.412 0.1 0.0 0.1 0.987
C -6.615 0.924 1.868 0.0 -0.1 0.2 -0.715
N -7.540 0.680 2.733 0.1 0.0 0.0 0.062
N -6.956 -0.109 3.718 0.1 0.2 0.0 0.056
C -5.735 -0.263 3.350 0.0 0.1 0.2 -0.238
O -5.429 0.355 2.205 0.2 1.0 0.4 -0.016
P -6.111 -2.400 0.185 0.1 0.1 0.2 0.466
O -6.281 -1.749 1.494 -0.4 -1.2 -0.9 -0.280
O -7.547 -2.711 -0.522 0.0 0.0 -0.1 -0.169
O -5.478 -3.869 0.283 0.1 0.0 0.0 -0.163
B -2.347 2.275 0.321 0.0 0.1 -0.1 -0.548
C -0.933 2.892 0.659 -0.2 0.1 0.2 -0.034
O -3.442 2.687 1.019 0.0 0.0 -0.1 0.062
C -3.105 1.597 -2.769 0.3 -0.2 -0.1 -0.702
Br -3.729 3.421 -2.374 -0.1 0.1 0.0 0.726
C -2.007 1.707 -3.835 -0.3 0.1 -0.3 -0.341
C -1.613 0.363 -4.440 0.1 0.1 -0.1 -0.083
H 1.306 -2.634 1.645 0.0 0.0 0.0 0.059
H 1.206 -4.115 0.712 0.0 0.0 0.0 0.063
H 0.400 -2.664 0.133 0.0 0.0 0.1 0.047
H 3.215 -2.043 0.509 0.1 -0.2 0.0 0.093
H 3.112 -3.525 -0.443 0.1 0.0 0.1 0.094
H 2.957 -2.137 -2.217 -0.1 0.0 -0.1 0.103
H 1.269 -1.920 -1.723 0.1 0.0 -0.2 0.097
H 2.761 0.190 -2.173 0.2 0.1 0.1 0.089
H 3.447 -0.168 -0.554 0.1 0.1 -0.2 0.102
H 1.110 -0.147 0.340 -0.1 0.1 0.0 0.095
H 1.718 1.405 -0.195 0.0 0.0 0.0 0.093
H 0.533 0.239 -2.489 -0.1 0.2 -0.1 0.079
H -0.019 1.642 -1.616 -0.1 0.0 -0.1 0.085
H -1.151 -1.112 -1.740 0.0 0.0 0.0 0.049
H -0.966 -0.580 -0.088 -0.1 0.0 0.0 0.082
H -4.386 -1.126 -3.666 -0.1 0.1 0.1 0.069
H -5.351 -2.472 -3.154 0.0 0.0 0.0 0.079
H -2.408 -2.198 -3.279 0.0 0.0 0.1 0.082
H -3.394 -3.622 -3.363 0.0 0.0 0.1 0.088
H -2.539 -2.361 -0.867 0.0 0.0 0.0 0.034
H -2.274 -3.882 -1.377 0.0 0.0 0.0 0.077
H -7.029 -0.368 -2.555 0.1 0.1 -0.2 0.081
H -6.009 1.056 -2.222 0.0 -0.1 -0.2 0.059
H -8.289 1.122 -1.200 0.0 0.0 0.0 0.069
H -7.875 -0.195 -0.123 0.1 0.0 0.0 0.060
H -4.958 -0.811 3.855 -0.1 0.0 0.0 0.135
H -7.505 -2.712 -1.485 0.0 0.0 0.0 0.062
H -6.082 -4.562 -0.002 0.0 0.0 0.0 0.072
H -0.477 3.391 -0.199 0.1 -0.1 0.0 0.070
H -0.244 2.106 0.985 0.1 0.0 -0.1 0.054
H -0.998 3.623 1.474 0.0 0.0 0.0 0.061
H -3.249 3.440 1.590 0.0 -0.1 0.1 0.101
H -3.967 1.144 -3.261 0.0 -0.1 0.2 0.032
H -1.146 2.269 -3.471 0.1 -0.2 0.1 0.097
H -2.431 2.305 -4.648 0.1 0.1 0.1 0.093
H -2.491 -0.173 -4.811 0.0 0.0 0.0 0.074
H -0.955 0.533 -5.295 0.0 0.0 0.0 0.067
H -1.075 -0.284 -3.752 -0.1 0.0 0.0 0.047
C 3.160 1.794 5.739 0.0 0.2 -0.3 -0.019
C 2.575 1.695 4.357 0.0 -0.2 0.0 -0.303
C 2.565 0.303 3.754 0.0 0.0 0.0 -0.089
O 2.689 0.565 2.353 0.1 -0.1 0.1 0.035
C 3.357 1.740 2.216 0.0 0.0 0.0 -0.569
O 3.841 2.127 1.203 0.0 0.0 0.0 0.162
O 3.397 2.394 3.393 0.0 0.1 0.1 0.089
H 3.058 2.801 6.137 -0.1 0.0 0.0 0.086
H 2.661 1.110 6.424 0.0 0.0 0.0 0.097
H 4.223 1.568 5.706 -0.1 -0.1 0.1 0.062
H 1.573 2.132 4.314 0.0 0.0 0.0 0.158
H 1.656 -0.261 3.947 0.0 0.0 -0.1 0.138
H 3.432 -0.280 4.078 0.0 0.0 0.0 0.129
C 0.692 2.170 -8.527 -0.1 0.0 0.1 -0.021
C 1.833 2.039 -7.553 0.1 -0.1 -0.1 -0.324
C 2.506 0.677 -7.520 -0.1 0.0 0.0 -0.092
O 2.950 0.588 -6.162 0.0 -0.1 0.0 0.069
C 2.118 1.342 -5.406 -0.1 0.0 0.0 -0.555
O 2.048 1.301 -4.222 0.0 0.0 0.0 0.167
O 1.367 2.143 -6.194 -0.1 0.1 0.0 0.076
H 0.315 3.191 -8.556 0.0 0.0 0.0 0.087
H 1.024 1.894 -9.528 0.0 0.0 0.0 0.091
H -0.129 1.515 -8.231 0.0 -0.1 0.0 0.090
H 2.573 2.829 -7.707 0.0 0.0 0.0 0.158
H 3.352 0.578 -8.194 0.1 0.0 0.1 0.137
H 1.788 -0.126 -7.706 0.0 0.0 0.0 0.140
C 4.005 6.853 9.123 -0.1 0.0 -0.1 -0.023
C 4.036 5.481 9.744 0.1 0.0 0.0 -0.322
C 5.416 4.856 9.873 0.0 0.1 -0.1 -0.087
O 5.126 3.460 9.765 0.1 0.0 0.0 0.069
C 4.009 3.327 9.020 0.2 0.0 0.0 -0.557
O 3.644 2.311 8.524 -0.1 -0.1 0.2 0.151
O 3.377 4.515 8.900 -0.1 0.1 0.0 0.084
H 3.000 7.271 9.141 0.0 0.0 0.0 0.086
H 4.669 7.523 9.670 0.0 0.0 0.0 0.091
H 4.331 6.799 8.084 0.1 0.0 0.0 0.094
H 3.521 5.476 10.709 0.0 0.0 0.0 0.156
H 5.913 5.060 10.816 0.0 -0.1 0.1 0.138
H 6.068 5.139 9.043 0.0 0.0 0.0 0.140
C -4.863 -7.630 -6.434 -0.1 0.1 0.1 -0.023
C -3.954 -6.546 -6.949 0.1 -0.1 0.0 -0.324
C -2.469 -6.789 -6.741 -0.1 0.0 0.0 -0.091
O -1.955 -5.459 -6.611 0.1 -0.1 0.1 0.067
C -2.947 -4.681 -6.121 0.0 0.0 0.0 -0.560
O -2.798 -3.591 -5.672 0.0 0.0 -0.2 0.158
O -4.133 -5.322 -6.207 -0.1 0.0 0.0 0.083
H -5.901 -7.428 -6.692 0.0 0.0 0.0 0.087
H -4.579 -8.589 -6.867 0.0 0.0 0.0 0.092
H -4.790 -7.694 -5.348 0.1 -0.1 0.0 0.093
H -4.164 -6.324 -7.998 0.0 0.0 0.0 0.158
H -1.978 -7.297 -7.566 0.0 0.1 -0.1 0.138
H -2.280 -7.330 -5.810 0.0 0.0 0.0 0.140
C 8.853 -0.508 4.404 0.1 0.1 0.1 -0.021
C 7.931 0.018 5.472 -0.1 0.0 -0.1 -0.319
C 6.729 0.795 4.964 0.1 0.0 0.0 -0.093
O 6.491 1.719 6.032 0.1 0.0 -0.2 0.043
C 7.675 1.947 6.650 0.0 0.0 0.0 -0.558
O 7.881 2.838 7.407 0.0 0.0 0.1 0.167
O 8.584 1.022 6.275 0.1 -0.1 0.0 0.088
H 9.641 -1.124 4.835 0.0 0.0 0.0 0.086
H 8.290 -1.113 3.692 0.0 0.0 0.0 0.092
H 9.323 0.321 3.875 -0.1 0.0 -0.1 0.094
H 7.613 -0.782 6.146 0.0 0.0 0.0 0.159
H 5.847 0.182 4.798 0.0 0.0 0.1 0.124
H 6.958 1.358 4.056 0.0 0.0 0.0 0.147
```
Positions in Å, forces in eV/Å.

As for the net charge: 0.

***

Lowest unoccupied orbital energy for the records above, in order: -11.13 0.24 eV